<w>
# C5H10

A cluster of 3 separate species, C5H10 in total (ωB97M-V/def2-TZVPD, the OMol25 dataset).

Positions of all 15 atoms, in Å:
C -1.220 1.298 0.185
C -0.483 -0.007 -0.066
C -0.913 -1.131 0.634
H -0.517 -0.028 -1.602
H -2.245 1.196 -0.191
H -0.754 2.149 -0.328
H -1.252 1.513 1.261
H -0.382 -2.069 0.610
H -1.938 -1.141 0.985
C 1.113 0.156 0.097
C 2.026 -0.778 -0.208
H 3.070 -0.646 0.047
H 1.755 -1.691 -0.726
H 0.361 0.106 -1.302
H 1.379 1.073 0.604

Output
HOMO-LUMO gap	0.312	hartree

These are the natural (NBO) partial charges, in e, on atoms 1 to 2: -0.64, -0.13

<x>
# C5H10

A cluster of 2 separate species, C5H10 in total (ωB97M-V/def2-TZVPD, the OMol25 dataset).

Positions of all 15 atoms, in Å:
C -3.125 1.808 -0.007
C -4.165 2.603 0.287
H -2.260 1.735 0.625
H -3.390 1.135 -0.816
H -4.065 3.261 1.147
H -5.149 2.422 -0.118
C 3.079 -2.092 -0.859
C 2.054 -1.138 -0.282
C 2.000 -0.747 0.986
H 2.635 -2.470 -1.783
H 3.094 -3.031 -0.297
H 4.036 -1.619 -1.051
H 1.242 -0.853 -0.943
H 1.193 -0.166 1.421
H 2.821 -0.849 1.691

Output
structure (SMILES)	C=CC.C=C
HOMO-LUMO gap	0.394	hartree

These are the natural (NBO) partial charges, in e, on atoms 1 to 2: -0.40, -0.38

<y>
# C5H10

The molecule C5H10 (ωB97M-V/def2-TZVPD, the OMol25 dataset).

Positions of all 15 atoms, in Å:
C 1.582 -0.904 -1.296
C -0.003 -1.160 -0.976
C -0.487 -0.480 0.243
C -0.536 0.905 0.427
C -1.124 1.484 1.722
H 1.483 0.410 -1.466
H 2.040 -1.186 -0.500
H 1.938 -1.455 -2.356
H -0.090 -2.300 -1.008
H -0.411 -0.942 -1.897
H -0.822 -1.116 1.136
H -0.102 1.527 -0.195
H -1.926 2.062 1.505
H -0.271 2.171 2.150
H -1.272 0.984 2.510

Output
structure (SMILES)	C/C=C/CC
HOMO-LUMO gap	0.367	hartree

These are the natural (NBO) partial charges, in e, on atoms 1 to 2: -0.53, -0.46

<z>
# C5H10

The molecule C5H10 (ωB97M-V/def2-TZVPD, the OMol25 dataset).

Positions of all 15 atoms, in Å:
C -1.747 1.672 0.223
C -1.170 0.409 -0.418
C 0.269 0.125 -0.231
C 0.716 -1.098 0.097
C 2.115 -1.497 0.242
H -2.826 1.589 0.122
H -1.359 2.570 -0.267
H -1.436 1.861 1.254
H -1.281 0.572 -1.502
H -1.820 -0.441 -0.202
H 0.974 0.944 -0.336
H -0.069 -1.800 0.361
H 2.251 -2.417 0.807
H 2.862 -0.792 0.614
H 2.520 -1.696 -0.766

Output
structure (SMILES)	C/C=C/CC
HOMO-LUMO gap	0.373	hartree

These are the natural (NBO) partial charges, in e, on atoms 1 to 2: -0.60, -0.43

<z> has the most favorable energy; the next structure is 133.1 kJ/mol above.

<w>
# C5H10

The molecule C5H10 (ωB97M-V/def2-TZVPD, the OMol25 dataset).

Positions of all 15 atoms, in Å:
C -0.671 -1.296 1.649
C 0.376 -0.464 0.892
C 0.136 -0.365 -0.706
C 0.762 0.831 -1.290
C -0.050 1.851 -1.637
H -0.771 -0.846 2.626
H -1.593 -1.283 1.065
H -0.590 -2.355 1.652
H 0.369 0.531 1.307
H 1.442 -0.690 1.029
H -0.984 -0.326 -0.878
H 0.433 -1.418 -1.033
H 1.869 1.068 -1.092
H -1.153 1.931 -1.625
H 0.425 2.830 -1.961

Output
structure (SMILES)	C=CCCC
HOMO-LUMO gap	0.392	hartree

These are the natural (NBO) partial charges, in e, on atoms 1 to 2: -0.62, -0.38

<x>
# C5H10

The molecule C5H10 (ωB97M-V/def2-TZVPD, the OMol25 dataset).

Positions of all 15 atoms, in Å:
C 1.904 -0.527 0.077
C 0.591 -0.013 -0.397
C 0.078 1.318 -0.044
C -0.601 0.130 0.490
C -1.893 -0.480 -0.045
H 2.151 -0.143 1.086
H 2.636 -0.135 -0.564
H 1.880 -1.613 0.087
H 0.230 -0.354 -1.348
H 0.645 1.907 0.637
H -0.437 1.853 -0.884
H -0.419 0.000 1.564
H -1.846 -1.611 -0.165
H -2.120 -0.095 -1.063
H -2.800 -0.236 0.569

Output
structure (SMILES)	C[C@@H]1C[C@H]1C
HOMO-LUMO gap	0.401	hartree

These are the natural (NBO) partial charges, in e, on atoms 1 to 2: -0.60, -0.22

<y>
# C5H10

A cluster of 2 separate species, C5H10 in total (ωB97M-V/def2-TZVPD, the OMol25 dataset).

Positions of all 15 atoms, in Å:
C 1.537 0.773 0.269
C 1.712 -0.476 0.691
C -1.905 -1.380 -0.071
C -2.006 -0.226 0.577
C 0.879 1.159 -1.024
H 1.894 1.595 0.892
H 1.584 1.686 -1.678
H 1.379 -1.326 0.097
H 2.200 -0.699 1.636
H -2.750 -1.827 -0.589
H -0.966 -1.929 -0.106
H -1.150 0.208 1.090
H -2.942 0.326 0.620
H 0.034 1.836 -0.848
H 0.500 0.281 -1.555

Output
structure (SMILES)	C=CC.C=C
HOMO-LUMO gap	0.403	hartree

These are the natural (NBO) partial charges, in e, on atoms 1 to 2: -0.17, -0.41

<x> has the most favorable energy; the next structure is 51.1 kJ/mol above.

<w>
# C5H10

A cluster of 2 separate species, C5H10 in total (ωB97M-V/def2-TZVPD, the OMol25 dataset).

Positions of all 15 atoms, in Å:
C 1.074 -0.423 1.347
C 1.257 -1.006 -0.068
C 0.497 0.196 0.067
C -2.610 -0.651 -0.602
C 0.557 1.541 -0.439
H 0.546 -0.954 2.173
H 1.729 0.348 1.793
H 2.173 -1.068 -0.556
H 0.733 -2.005 -0.033
H -2.418 -1.366 0.174
H -2.424 -0.859 -1.598
H -2.688 0.416 -0.440
H 0.096 1.521 -1.460
H 1.536 2.184 -0.581
H -0.059 2.126 0.223

Output
HOMO-LUMO gap (spin up / spin down)	0.339 / 0.290	hartree

These are the natural (NBO) partial charges, in e, on atoms 1 to 2: -0.48, -0.46

<x>
# C5H10

A cluster of 2 separate species, C5H10 in total (ωB97M-V/def2-TZVPD, the OMol25 dataset).

Positions of all 15 atoms, in Å:
C 2.516 1.704 0.529
C 3.032 0.478 0.158
H 2.052 2.548 -0.105
H 2.626 2.106 1.526
H 3.060 -0.011 -0.825
H 3.625 -0.025 0.853
C -1.743 -0.868 -1.407
C -2.340 -0.859 0.046
C -1.796 -0.426 1.157
H -2.138 -1.765 -1.810
H -2.084 0.027 -2.014
H -0.676 -0.949 -1.244
H -3.215 -1.435 0.016
H -2.264 -0.173 2.085
H -0.657 -0.353 1.034

Output
structure (SMILES)	C=CC.C=C
HOMO-LUMO gap	0.383	hartree

These are the natural (NBO) partial charges, in e, on atoms 1 to 2: -0.38, -0.39

<y>
# C5H10

A cluster of 2 separate species, C5H10 in total (ωB97M-V/def2-TZVPD, the OMol25 dataset).

Positions of all 15 atoms, in Å:
C -1.224 -0.217 1.479
C -0.282 0.046 0.258
C 1.070 0.476 0.565
C 1.584 1.726 0.496
C 1.689 -0.753 0.943
H -2.184 0.275 1.243
H -1.316 -1.312 1.549
H -0.791 0.193 2.383
H -0.348 -0.845 -0.381
H -3.142 -0.870 -5.504
H 0.989 2.515 0.039
H 2.623 1.902 0.706
H -2.615 -0.817 -6.025
H 2.620 -0.568 1.498
H 1.327 -1.751 0.751

Output
HOMO-LUMO gap	0.205	hartree

These are the natural (NBO) partial charges, in e, on atoms 1 to 2: -0.65, -0.03

<x> has the most favorable energy; the next structure is 274.5 kJ/mol above.

<w>
# H3N3O2

The molecule H3N3O2 (ωB97M-V/def2-TZVPD, the OMol25 dataset).

Positions of all 8 atoms, in Å:
N 0.370 0.477 1.200
N -0.362 0.182 -0.106
N 0.129 -0.752 -0.964
O 1.317 -0.999 -0.963
O -0.676 -1.151 -1.747
H 1.064 1.251 0.986
H -0.428 0.713 1.781
H -1.415 0.279 -0.186

Output
structure (SMILES)	NN[N+](=O)[O-]
HOMO-LUMO gap	0.401	hartree

These are the natural (NBO) partial charges, in e, on atoms 1 to 2: -0.63, -0.34

<x>
# H3N3O2

A cluster of 2 separate species, H3N3O2 in total (ωB97M-V/def2-TZVPD, the OMol25 dataset).

Positions of all 8 atoms, in Å:
N -1.278 0.242 -0.243
N -0.468 -0.835 -0.355
N 1.379 0.019 0.054
O 1.128 1.156 0.221
O 2.395 -0.595 -0.063
H -1.491 0.568 0.716
H -1.040 0.973 -0.780
H -0.625 -1.528 0.450

Output
HOMO-LUMO gap (spin up / spin down)	0.327 / 0.314	hartree

These are the natural (NBO) partial charges, in e, on atoms 1 to 2: -0.53, -0.36

<y>
# H3N3O2

A cluster of 2 separate species, H3N3O2 in total (ωB97M-V/def2-TZVPD, the OMol25 dataset).

Positions of all 8 atoms, in Å:
N 0.827 0.562 1.582
N -1.406 0.067 1.115
N -0.213 0.034 1.380
O 0.122 -0.560 -1.965
O 1.807 0.595 2.281
H -1.782 -0.402 0.231
H -0.340 -0.302 -2.676
H 0.984 0.005 -1.949

Output
structure (SMILES)	[H]/N=N/N=O.O
HOMO-LUMO gap (spin up / spin down)	0.340 / 0.340	hartree

These are the natural (NBO) partial charges, in e, on atoms 1 to 2: 0.31, -0.46

<w> has the most favorable energy; the next structure is 66.9 kJ/mol above.

<w>
# C2H7N2O

The ion C2H7N2O with charge -1 (ωB97M-V/def2-TZVPD, the OMol25 dataset).

Positions of all 12 atoms, in Å:
N -0.725 -1.737 0.677
N -0.661 -0.383 1.181
C 0.484 0.270 0.630
C 0.300 0.727 -0.822
O -0.609 1.828 -0.881
H -0.769 -1.755 -0.350
H 0.177 -2.203 0.877
H 1.424 -0.352 0.667
H 0.681 1.185 1.212
H -0.107 -0.117 -1.399
H 1.220 1.057 -1.320
H -1.415 1.480 -0.472

Output
structure (SMILES)	N[N-]CCO
total charge	-1
HOMO-LUMO gap	0.220	hartree

These are the natural (NBO) partial charges, in e, on atoms 1 to 2: -0.71, -0.68

<x>
# C2H7N2O

A cluster of 2 separate species, C2H7N2O in total (ωB97M-V/def2-TZVPD, the OMol25 dataset).

Positions of all 12 atoms, in Å:
C -0.712 0.782 1.656
C -0.098 0.331 -1.480
N 1.101 -1.004 -0.131
N 0.575 0.216 -0.205
O 0.562 -2.042 -0.830
H -0.184 -0.031 2.111
H -0.367 1.725 2.058
H -1.796 0.584 1.617
H 0.624 -0.329 -2.216
H -0.991 -0.356 -1.454
H -0.230 1.342 -1.949
H 1.517 -1.216 0.823

Output
total charge	-1
HOMO-LUMO gap (spin up / spin down)	0.241 / 0.216	hartree

These are the natural (NBO) partial charges, in e, on atoms 1 to 2: -0.79, -0.48

<w> has the most favorable energy; the next structure is 333.3 kJ/mol above.

<w>
# C2H7N2O

A cluster of 2 separate species, C2H7N2O in total (ωB97M-V/def2-TZVPD, the OMol25 dataset).

Positions of all 12 atoms, in Å:
C 0.088 1.110 1.034
C -0.633 1.165 -0.223
N 0.516 -1.724 -1.224
N -0.587 -1.471 -0.341
O -0.197 -1.596 0.877
H 0.258 0.018 1.344
H 1.066 1.597 0.969
H -0.480 1.560 1.854
H -1.684 0.935 -0.245
H -0.115 1.075 -1.163
H 0.368 -1.219 -2.091
H 1.401 -1.449 -0.791

Output
total charge	-1
HOMO-LUMO gap (spin up / spin down)	0.215 / 0.258	hartree

These are the natural (NBO) partial charges, in e, on atoms 1 to 2: -0.70, -0.53

<x>
# C2H7N2O

A cluster of 2 separate species, C2H7N2O in total (ωB97M-V/def2-TZVPD, the OMol25 dataset).

Positions of all 12 atoms, in Å:
C -2.045 -1.126 0.673
O -1.414 -1.092 -0.650
H -2.666 -2.088 0.767
H -2.751 -0.254 0.737
H -1.352 -1.146 1.575
N 1.242 1.995 -0.337
C 0.801 0.592 0.013
N 1.857 -0.207 0.150
H 0.600 2.667 -0.191
H 2.211 1.926 -0.102
H -0.585 -0.483 -0.579
H 1.631 -1.200 0.189

Output
total charge	-1
HOMO-LUMO gap	0.243	hartree

These are the natural (NBO) partial charges, in e, on atoms 1 to 2: -0.26, -0.83

<x> has the most favorable energy; the next structure is 231.4 kJ/mol above.